C31H42Cl6F4O24 | ωB97M-V/def2-TZVPD

Properties
Frontier orbital gap (eV): 10.563
LUMO energy (eV): -0.10
Structure (SMILES): O=C1OC[C@@H](F)O1.O=C1OC[C@@H](F)O1.O=C1OC[C@@H](F)O1.O=C1OC[C@@H](F)O1.C[C@H]1COC(=O)O1.C[C@H]1COC(=O)O1.C[C@H]1COC(=O)O1.C[C@H]1COC(=O)O1.ClCCl.ClCCl.ClCCl
HOMO level (eV): -10.67
DFT total energy (eV): -167970.4667
Energy relative to the best compared isomer or geometry (same formula, charge and spin) (kJ/mol): 462.88

Each line ends with the Mulliken charge.
Positions of all 107 atoms, in Å:
Cl 6.01726 1.74428 -0.46368  -0.116
Cl 7.86324 2.73409 -2.54711  -0.157
Cl -2.03627 -0.78479 -5.61538  -0.134
Cl -3.16070 -0.92109 -8.37607  -0.150
Cl 6.54398 -1.34801 6.53640  -0.163
Cl 3.75729 -1.45459 5.40292  -0.131
F -0.94608 -1.44678 -0.13243  -0.285
F 0.86326 8.30603 3.84011  -0.287
F -7.81585 4.30272 1.07695  -0.286
F -2.70097 5.64698 8.68632  -0.275
O -11.12693 2.20722 2.59051  -0.545
O 2.28269 -6.36232 -5.58872  -0.300
O -1.20918 6.49515 2.76715  -0.283
O -1.96045 -0.09773 1.26945  -0.264
O -7.82021 -4.32093 3.78335  -0.342
O 0.90281 -4.68253 -4.82814  -0.585
O 5.67086 -4.07942 -2.96757  -0.293
O -2.35229 1.52466 2.82300  -0.608
O -0.26407 0.95392 2.08694  -0.289
O 2.48704 4.29822 -4.03770  -0.360
O -1.17642 3.89252 8.63609  -0.288
O 1.92907 2.11779 -4.14687  -0.344
O -7.26801 -2.22914 4.13361  -0.318
O -9.27268 3.42674 2.53895  -0.310
O -3.06281 7.58863 3.40414  -0.580
O -9.46616 1.79098 1.11574  -0.322
O -2.41933 3.49557 10.41973  -0.301
O -9.47031 -2.70778 3.72245  -0.554
O 4.86224 -3.76737 -0.81440  -0.600
O 1.82795 -4.58370 -6.86798  -0.286
O 1.09647 3.40975 -2.52721  -0.493
O 6.99544 -4.32559 -1.19873  -0.305
O -1.14300 7.65660 4.61792  -0.303
O -0.25984 2.73706 10.36682  -0.524
C -7.98389 3.32916 1.96980  0.306
C -1.21093 3.26251 9.83761  0.611
C 3.26806 3.80165 -5.16609  -0.362
C 5.77963 -4.06930 -1.58697  0.651
C -0.96583 -0.19841 0.31177  0.287
C -8.30029 -3.03963 3.87230  0.659
C 7.68043 2.14434 -0.85801  -0.249
C 7.81388 -4.61551 -2.31242  -0.453
C 0.03766 6.20925 3.32210  -0.455
C -5.43724 -2.35281 5.53079  -1.334
C 2.07160 1.86847 -6.54564  -1.285
C -1.90419 7.24121 3.61114  0.669
C 5.37372 -0.81676 5.21833  -0.246
C 1.58893 -5.22529 -5.69344  0.653
C 6.83884 -4.73511 -3.48568  0.383
C -1.59697 0.84791 2.10301  0.721
C -8.04487 2.02057 1.14707  -0.300
C -6.50223 -4.41731 4.24244  -0.370
C -2.56599 4.32779 8.40695  0.273
C 3.14982 -4.82756 -8.83357  -1.410
C 7.25049 -3.91418 -4.73968  -1.327
C -6.07349 -2.97057 4.26062  0.424
C 0.18645 7.34849 4.39834  0.346
C 1.82002 3.27571 -3.43032  0.634
C -2.82875 -1.83095 -6.89517  -0.213
C 2.79582 2.29676 -5.24766  0.379
C -3.34670 3.50975 9.43626  -0.414
C 2.27693 -5.58604 -7.77754  0.427
C -10.03422 2.43858 2.12672  0.680
C 0.22737 0.00465 1.21307  -0.448
C 2.98765 -6.51427 -6.80853  -0.412
H -7.14946 3.39116 2.66835  0.296
H 8.24337 1.21214 -0.81121  0.245
H 0.80922 6.26821 2.55443  0.278
H -7.52390 1.17553 1.59719  0.219
H -5.11582 -1.32035 5.39365  0.332
H -5.47342 -2.87430 3.35578  0.245
H 1.04141 0.43106 0.62689  0.274
H -4.26264 4.01617 9.74069  0.287
H -7.60172 2.18146 0.16431  0.263
H 2.63441 -4.09181 -9.45093  0.359
H -2.16673 -2.67421 -7.09198  0.234
H 6.54179 -5.76924 -3.66016  0.306
H 4.10698 -4.44648 -8.47760  0.302
H 7.54582 -2.88017 -4.56167  0.365
H 7.98566 2.86386 -0.09824  0.280
H -6.55920 -4.91264 5.21173  0.246
H 1.89562 0.79368 -6.58988  0.322
H 8.38578 -5.53731 -2.20597  0.308
H 1.13740 2.42748 -6.59923  0.332
H 0.65353 -0.90072 1.64527  0.288
H -2.85591 4.10159 7.38084  0.331
H 5.27950 0.26769 5.16190  0.266
H 2.96224 -7.57765 -7.04658  0.304
H 4.34960 3.92872 -5.11887  0.293
H 5.76606 -1.02711 4.22338  0.275
H 0.04344 5.22009 3.77995  0.297
H 2.96939 4.43056 -6.00475  0.250
H -3.80234 -2.12530 -6.50328  0.268
H 6.39912 -3.86344 -5.41842  0.280
H 8.05091 -4.44820 -5.25180  0.395
H -1.10308 0.47090 -0.53752  0.322
H -4.55243 -2.95697 5.73134  0.383
H 0.74986 7.01692 5.27053  0.318
H -3.64821 2.51434 9.11011  0.300
H 8.50076 -3.77463 -2.40849  0.287
H -5.93588 -5.00276 3.51815  0.292
H 3.69408 1.69726 -5.09990  0.265
H 4.04408 -6.24602 -6.79885  0.229
H 2.64575 1.92858 -7.47022  0.365
H 1.34879 -6.00879 -8.16217  0.306
H 3.51096 -5.59066 -9.52302  0.416
H -6.06453 -2.33891 6.42209  0.337



C31H42CrN5O6Si4 | ωB97M-V/def2-TZVPD

Properties
Frontier orbital gap (alpha / beta) (eV): 6.864 / 6.587
Multiplicity: 4
LUMO energy (alpha / beta) (eV): -1.29 / -1.57
HOMO level (alpha / beta) (eV): -8.16 / -8.15
DFT total energy (eV): -112503.0743

Each line ends with the Mulliken charge.
Positions of all 89 atoms, in Å:
Cr -0.38843 -0.45069 -0.06742  -0.961
Si -1.90595 1.52552 0.14802  0.462
Si -1.14128 3.75370 -0.18292  1.166
Si -2.73930 1.76112 2.37475  0.722
Si -3.64004 1.50418 -1.54582  1.172
O 5.92598 -0.40132 2.23852  -0.719
O 6.23564 0.86523 0.36697  -0.717
O -1.02240 -5.91294 -2.18084  -0.551
O 0.70541 -3.97269 -1.91594  -0.907
O 0.75853 -1.94417 -0.97545  -0.481
O -3.16512 -6.11540 -1.59255  -0.627
N 1.34839 0.19249 0.51995  0.644
N -1.92620 -1.91406 -0.58076  1.170
N -0.37886 -1.19251 1.82546  1.160
N 0.25719 0.54283 -1.79420  1.003
N -3.35067 -3.56098 -0.71374  -0.016
C -3.95929 0.51767 3.11176  -1.174
C -0.01207 4.04250 -1.65795  -1.058
C -4.23373 -1.51483 0.37025  -0.460
C -1.34385 -1.84482 2.47983  -0.683
C -1.29730 -3.01533 -1.14310  -0.048
C -3.61388 3.41909 2.54729  -1.149
C 1.52095 1.70914 -3.96827  -0.930
C -3.16651 -2.29056 -0.31698  -0.736
C 0.11038 -2.42463 4.26916  -0.867
C -1.22908 1.73660 3.50107  -1.058
C -2.18244 -4.04554 -1.23782  -0.142
C -0.11423 4.31714 1.29376  -1.325
C -2.14940 -5.46597 -1.69812  0.542
C 3.19861 -0.33139 1.90818  -0.867
C -3.95420 -0.07232 -2.56442  -1.550
C -2.60252 4.94746 -0.34262  -1.294
C 0.84020 -1.11413 2.40922  0.734
C 1.52112 0.99858 -1.68777  0.276
C 1.85069 -0.36501 1.63400  0.201
C 5.60176 0.25324 1.23733  0.325
C 3.52997 0.83880 -0.14825  -0.828
C 4.05432 0.29840 1.01502  -0.854
C -3.32485 2.80739 -2.87695  -1.003
C 0.17177 -2.99586 -1.38635  0.624
C -1.14868 -2.47425 3.68956  -1.058
C 1.10898 -1.72418 3.62165  -0.717
C 2.17402 0.73546 -0.38607  0.305
C 2.17005 1.59985 -2.75267  -0.191
C -0.35520 0.63998 -2.97492  -0.729
C 0.23787 1.20004 -4.08744  -0.923
C -5.25584 1.93050 -0.66626  -1.236
H -2.95698 4.25554 2.30179  0.246
H -4.75467 -0.68539 -2.15230  0.405
H -2.30742 -1.86628 1.99751  0.794
H -1.44853 2.21010 4.46245  0.579
H -2.77092 5.25339 -1.37613  0.476
H 2.00875 2.19007 -4.80577  0.413
H -3.89044 -0.50427 0.57598  -1.118
H -2.41574 5.85495 0.23856  0.492
H 0.30652 -2.92681 5.20692  0.456
H -0.42414 3.66911 -2.59837  0.315
H -4.35972 0.93663 4.03867  0.509
H -1.36122 0.24755 -3.02498  0.379
H -3.96794 3.56312 3.57287  0.430
H -0.30269 1.24095 -5.02261  0.496
H -5.13274 -1.47105 -0.24250  0.604
H -3.07570 -0.71447 -2.64322  0.209
H -0.90513 0.71130 3.70387  0.176
H 2.10025 -1.65405 4.04680  0.528
H -4.26631 3.27148 -3.18329  0.422
H 0.94887 3.55022 -1.50015  0.224
H -0.28865 -5.20924 -2.14469  0.429
H -5.30806 3.00519 -0.46923  0.352
H -1.96867 -2.99918 4.15897  0.515
H -4.80781 0.31004 2.45625  0.285
H 3.63963 -0.81310 2.77116  0.723
H 4.22192 1.26883 -0.86047  0.694
H -2.86860 2.35790 -3.76308  0.295
H -4.50771 -2.00850 1.30550  0.554
H -6.12342 1.66406 -1.27874  0.444
H -4.48383 3.47796 1.88710  0.297
H -5.35700 1.42148 0.29584  0.181
H 0.77480 3.68870 1.40821  0.255
H -4.24629 0.20454 -3.58025  0.597
H 0.22467 5.34785 1.15550  0.431
H -3.48350 -0.43214 3.36123  0.268
H -0.67387 4.27542 2.22996  0.327
H -0.38365 2.26480 3.05656  0.141
H 3.17375 1.97986 -2.62639  0.533
H -4.17719 -4.13488 -0.62103  0.326
H -2.66237 3.59965 -2.53913  -0.149
H -3.53292 4.50967 0.02396  0.249
H 0.18043 5.11214 -1.77651  0.573



C31H42FeN3O | ωB97M-V/def2-TZVPD

Properties
Frontier orbital gap (alpha / beta) (eV): 3.149 / 4.994
Multiplicity: 5
LUMO energy (alpha / beta) (eV): 2.36 / 2.36
HOMO level (alpha / beta) (eV): -0.79 / -2.64
DFT total energy (eV): -73725.0997
Net charge: -1

Each line ends with the Mulliken charge.
Positions of all 78 atoms, in Å:
Fe 0.60335 3.24861 0.96639  -0.248
O -5.40271 1.83371 -4.68252  -0.473
N 1.65539 -3.12547 1.12098  1.046
N -0.28859 -2.30952 1.38407  0.970
N 0.55628 -3.17529 1.91445  -1.252
C 2.53040 -5.09237 2.22164  -1.472
C -4.46987 2.16677 -3.75478  0.830
C -1.58315 -2.15929 2.02254  0.305
C -0.32631 3.38973 -0.77184  0.684
C 2.86577 -3.68222 1.77783  0.230
C -1.67315 -0.79868 2.65898  -0.656
C 0.42968 2.06354 2.50883  -0.012
C -2.22778 2.13075 -2.84071  -0.602
C 3.76620 -1.50084 -0.52506  -1.153
C -4.01797 3.29748 -1.66866  -0.715
C 1.43541 3.09523 2.72914  -1.250
C -5.03763 1.09341 -5.87368  -0.800
C -1.77382 3.37298 -0.70385  -1.150
C -1.67651 -3.31279 2.98875  -1.714
C 0.79089 4.38633 2.57903  -0.531
C 2.53506 -2.26381 -1.01902  2.288
C -0.52892 -0.68598 -0.43374  -1.966
C 0.44555 2.16217 -0.66904  1.325
C -0.83376 2.73315 2.21675  -0.355
C 1.96527 -1.59897 -2.26636  -2.142
C 0.65846 4.47587 -0.56272  -0.460
C -2.63753 2.91452 -1.71820  0.793
C -3.11168 1.76163 -3.82990  -0.307
C 1.49487 -2.24977 0.08941  -0.618
C 0.21656 -1.65756 0.25337  1.722
C 3.23050 -2.83031 2.98243  -1.501
C 1.81680 2.44638 -0.38357  -0.902
C -4.90362 2.93259 -2.64308  -0.634
C -0.60104 4.16280 2.25779  -1.051
C 1.94619 3.90079 -0.32726  -1.071
C 2.95378 -3.69530 -1.41102  -1.672
H 3.52784 -1.81805 2.67846  0.343
H -0.85830 -3.27953 3.71378  0.311
H -5.98164 0.96924 -6.40404  0.234
H -1.36239 4.93586 2.16954  0.442
H -2.34654 -2.23449 1.23754  0.290
H 1.05113 -2.11428 -2.58077  0.433
H 1.24750 5.35764 2.76321  0.435
H -4.32926 3.97218 -0.86787  0.306
H -2.62487 -3.28295 3.52438  0.461
H 2.46160 2.92024 3.03644  0.419
H 2.09982 -4.26269 -1.80137  0.330
H 3.68470 -3.68147 1.05191  0.307
H -1.16756 1.89698 -2.95012  0.424
H 1.73727 -0.54548 -2.08213  0.280
H 3.38833 -4.25537 -0.57713  0.313
H 3.72410 -3.62702 -2.19237  0.437
H 2.38297 -5.75787 1.36284  0.323
H 4.50389 -1.44959 -1.33624  0.482
H 1.61674 -5.07314 2.83231  0.302
H 3.35756 -5.49125 2.82442  0.454
H 2.36567 -2.77590 3.66301  0.319
H -5.95327 3.22125 -2.59641  0.379
H -1.79373 2.24220 2.07634  0.460
H -0.89117 -0.69468 3.41832  0.289
H -0.00180 1.19799 -0.86419  0.190
H -0.30755 -0.58109 -1.49449  0.654
H 2.88850 4.42852 -0.16691  0.396
H -1.49927 -0.39742 -0.02557  -0.091
H -1.54782 -0.00878 1.91966  -0.249
H 2.69325 -1.65725 -3.08541  0.513
H 4.22322 -2.01134 0.33060  0.226
H -2.77701 1.15066 -4.67000  0.312
H -4.33450 1.65942 -6.49565  0.319
H 3.47927 -0.48779 -0.21446  -0.018
H -2.64574 -0.67355 3.14475  0.432
H -2.25636 3.99184 0.08495  0.060
H 2.61838 1.71040 -0.31186  0.056
H 0.41314 5.53340 -0.67442  0.456
H 0.57037 0.99491 2.62487  0.306
H 4.06997 -3.29930 3.51444  0.439
H -4.61952 0.11111 -5.62585  0.308
H -1.60923 -4.26378 2.45811  0.431